Here is C32H26BBrHfN10O6 as an isolated structure in a non-equilibrium geometry from the Open Molecules 2025 dataset. Energies are from wB97M-V/def2-TZVPD.

CARTESIAN COORDINATES (ANGSTROEM)
Hf1 0.250 -0.176 -0.112
C1 -3.717 1.649 0.977
C2 -2.454 1.273 1.442
N1 -1.590 1.173 0.435
N2 -2.281 1.488 -0.695
C3 -3.556 1.769 -0.391
B1 -1.549 1.765 -2.059
N3 -1.021 0.483 -2.770
C4 -1.532 -0.180 -3.808
C5 -0.671 -1.216 -4.134
C6 0.366 -1.113 -3.207
N4 0.156 -0.077 -2.389
N5 -0.297 2.598 -1.666
C7 0.032 3.865 -1.959
C8 1.174 4.194 -1.247
C9 1.476 3.038 -0.519
N6 0.590 2.083 -0.778
H1 -4.614 1.813 1.557
H2 -2.130 1.085 2.456
H3 -4.260 2.044 -1.165
H4 -2.284 2.375 -2.792
H5 -2.465 0.131 -4.259
H6 -0.786 -1.947 -4.919
H7 1.256 -1.714 -3.101
H8 -0.564 4.443 -2.649
H9 1.708 5.133 -1.253
H10 2.279 2.850 0.186
Br1 6.174 1.825 4.909
C10 6.390 0.418 3.663
C11 7.458 0.445 2.784
C12 7.625 -0.604 1.890
C13 6.717 -1.652 1.846
C14 5.646 -1.660 2.736
C15 5.486 -0.632 3.655
N7 7.060 -2.786 1.004
N8 6.201 -3.470 0.400
C16 4.839 -3.034 0.195
C17 3.878 -3.985 0.396
C18 2.506 -3.697 0.309
C19 2.078 -2.450 -0.059
O1 0.806 -2.128 -0.183
C20 3.067 -1.474 -0.417
N9 2.576 -0.310 -0.943
C21 3.424 0.579 -1.390
C22 4.813 0.383 -1.345
C23 5.315 -0.764 -0.801
C24 4.437 -1.755 -0.294
H11 8.157 1.271 2.802
H12 8.466 -0.613 1.204
H13 4.945 -2.485 2.730
H14 4.656 -0.641 4.351
H15 4.208 -4.975 0.695
H16 1.762 -4.456 0.524
H17 3.003 1.473 -1.835
H18 5.472 1.138 -1.758
H19 6.380 -0.930 -0.796
O2 -0.775 -1.257 1.730
C25 -1.877 -1.739 1.962
C26 -2.945 -1.886 1.023
C27 -4.195 -2.301 1.485
C28 -5.234 -2.430 0.610
C29 -5.049 -2.191 -0.764
C30 -3.831 -1.795 -1.236
C31 -2.726 -1.606 -0.358
O3 -1.604 -1.212 -0.801
N10 -6.561 -2.813 1.110
O4 -6.695 -2.998 2.310
O5 -7.466 -2.923 0.297
H20 -2.079 -2.098 2.979
H21 -4.355 -2.507 2.538
H22 -5.890 -2.333 -1.432
H23 -3.668 -1.600 -2.291
C32 1.074 0.827 2.639
O6 1.411 0.358 1.341
H24 0.437 0.119 3.164
H25 0.560 1.789 2.591
H26 1.975 0.959 3.239

Values from the calculation:
total energy = -132821.3937 eV
orbital gap = 0.2724 Ha

---

Here is C32H26BF16N4O2Ta as an isolated structure in a non-equilibrium geometry from the Open Molecules 2025 dataset. Energies are from wB97M-V/def2-TZVPD.

CARTESIAN COORDINATES (ANGSTROEM)
Ta1 -0.346 0.280 0.282
C1 -0.583 5.956 2.436
C2 -0.265 4.478 2.663
C3 0.250 4.264 4.087
C4 0.691 3.922 1.616
C5 1.510 2.820 1.888
C6 2.420 2.348 0.953
C7 2.553 2.951 -0.300
C8 3.627 2.504 -1.251
C9 1.701 4.003 -0.595
C10 0.793 4.480 0.347
H1 -1.172 6.338 3.270
H2 -1.163 6.126 1.529
H3 0.332 6.550 2.368
H4 -1.206 3.926 2.572
H5 1.251 4.686 4.208
H6 0.284 3.210 4.361
H7 -0.414 4.757 4.798
H8 1.474 2.340 2.858
H9 3.090 1.542 1.225
H10 3.679 1.416 -1.310
H11 4.603 2.859 -0.912
H12 3.459 2.894 -2.254
H13 1.758 4.480 -1.567
H14 0.163 5.316 0.075
C11 1.620 -6.580 1.609
C12 1.116 -5.271 1.068
C13 0.564 -5.160 -0.199
C14 0.092 -3.951 -0.670
C15 0.131 -2.785 0.102
N1 -0.427 -1.585 -0.432
C16 -1.154 -1.658 -1.668
C17 -2.248 -2.509 -1.747
C18 -3.001 -2.605 -2.901
C19 -2.655 -1.863 -4.023
C20 -3.442 -1.955 -5.301
C21 -1.586 -0.980 -3.923
C22 -0.862 -0.806 -2.745
C23 0.231 0.285 -2.650
O1 0.585 0.606 -1.323
C24 1.514 -0.291 -3.309
F1 1.792 -1.477 -2.749
F2 2.591 0.477 -3.165
F3 1.300 -0.477 -4.622
C25 -0.150 1.684 -3.268
F4 -0.817 1.608 -4.419
F5 -0.905 2.372 -2.412
F6 0.951 2.403 -3.506
C26 0.788 -2.866 1.344
C27 1.235 -4.103 1.801
C28 1.162 -1.641 2.161
O2 0.442 -0.524 1.755
C29 0.886 -1.788 3.687
F7 1.823 -2.555 4.276
F8 0.902 -0.605 4.288
F9 -0.304 -2.350 3.891
C30 2.660 -1.294 1.905
F10 2.795 -0.895 0.628
F11 3.075 -0.296 2.690
F12 3.470 -2.332 2.097
H15 1.203 -7.420 1.056
H16 1.353 -6.700 2.659
H17 2.707 -6.644 1.538
H18 0.496 -6.032 -0.838
H19 -0.315 -3.914 -1.667
H20 -2.505 -3.105 -0.881
H21 -3.861 -3.261 -2.927
H22 -4.005 -2.886 -5.350
H23 -2.788 -1.904 -6.171
H24 -4.156 -1.133 -5.376
H25 -1.333 -0.407 -4.800
H26 1.725 -4.161 2.763
N2 -2.176 0.544 -0.523
C31 -3.348 0.340 -0.578
N3 -4.565 0.224 -0.638
C32 -5.368 -0.712 -1.102
N4 -6.111 -1.496 -1.505
F13 -2.159 -0.109 2.107
B1 -1.994 1.179 2.659
F14 -3.139 1.875 2.767
F15 -1.163 1.214 3.722
F16 -1.165 1.830 1.464

Values from the calculation:
total energy = -89380.3711 eV
orbital gap = 0.2696 Ha

---

Here is C32H26BF4N4O6PRuSSbSe4 as an isolated structure in a non-equilibrium geometry from the Open Molecules 2025 dataset. Energies are from wB97M-V/def2-TZVPD.

CARTESIAN COORDINATES (ANGSTROEM)
Ru1 -1.436 -0.997 -0.297
O1 -1.546 -2.126 1.315
C1 -0.588 -2.395 2.194
C2 -0.895 -2.865 3.407
C3 0.126 -3.244 4.381
C4 1.431 -3.241 4.124
C5 1.947 -2.802 2.790
C6 0.881 -2.212 1.803
C7 1.046 -2.665 0.395
N1 0.359 -2.152 -0.596
C8 0.766 -2.780 -1.754
C9 1.723 -3.680 -1.447
N2 1.900 -3.582 -0.077
H1 -1.943 -2.963 3.652
H2 -0.213 -3.560 5.362
H3 2.156 -3.560 4.864
H4 2.560 -3.600 2.356
H5 0.312 -2.567 -2.703
H6 2.256 -4.390 -2.050
H7 2.477 -4.173 0.492
O2 -3.166 2.269 3.088
S1 -2.143 1.812 2.177
O3 -1.750 0.401 2.292
O4 -2.328 2.179 0.772
C10 -0.592 2.564 2.627
C11 -0.492 3.313 3.784
C12 0.754 3.720 4.248
C13 1.891 3.353 3.548
C14 1.776 2.588 2.390
C15 0.542 2.171 1.910
P1 0.502 1.110 0.347
C16 0.972 2.483 -0.748
C17 2.267 2.953 -0.944
C18 2.505 4.025 -1.790
C19 1.443 4.643 -2.442
C20 0.151 4.184 -2.232
C21 -0.091 3.104 -1.394
C22 1.896 0.063 0.842
C23 3.053 -0.132 0.214
C24 4.112 -0.985 0.798
C25 3.987 -1.521 2.009
C26 2.711 -1.453 2.794
C27 1.528 -0.772 2.052
H8 -1.405 3.561 4.310
H9 0.834 4.303 5.158
H10 2.871 3.648 3.904
H11 2.680 2.300 1.866
H12 3.099 2.492 -0.433
H13 3.518 4.381 -1.936
H14 1.624 5.484 -3.101
H15 -0.690 4.664 -2.718
H16 -1.112 2.764 -1.217
H17 3.258 0.370 -0.722
H18 5.036 -1.100 0.244
H19 4.810 -2.078 2.449
H20 2.886 -1.081 3.806
H21 0.879 -0.211 2.726
F1 -2.939 -5.431 -1.224
B1 -1.774 -4.690 -1.403
F2 -2.110 -3.298 -1.470
F3 -0.882 -4.904 -0.343
F4 -1.150 -5.042 -2.620
Se1 -6.868 0.301 -1.945
Sb1 -4.962 1.426 -0.846
Se2 -6.553 1.957 0.880
Se3 -3.858 3.186 -2.086
Se4 -3.736 -0.813 -0.117
C28 -3.679 0.534 -5.045
N3 -2.416 0.376 -4.329
C29 -1.226 0.733 -4.890
C30 -0.077 0.611 -4.223
C31 -0.092 0.146 -2.837
O5 0.942 0.097 -2.181
N4 -1.317 -0.234 -2.292
C32 -2.481 -0.138 -3.040
O6 -3.583 -0.515 -2.661
H22 -3.447 0.758 -6.084
H23 -4.262 1.337 -4.594
H24 -4.255 -0.386 -4.978
H25 -1.284 1.093 -5.909
H26 0.873 0.884 -4.653

Values from the calculation:
total energy = -354035.3618 eV
orbital gap (spin up / spin down) = 0.2489 / 0.2057 Ha
⟨S²⟩ = 8.7846
total charge = -2
2S+1 = 6

---

Here is C32H26Br4N2O5SbV as an isolated structure in a non-equilibrium geometry from the Open Molecules 2025 dataset. Energies are from wB97M-V/def2-TZVPD.

CARTESIAN COORDINATES (ANGSTROEM)
V1 0.406 0.094 -0.659
Br1 -3.931 4.589 1.966
C1 -2.447 3.781 1.177
C2 -1.325 4.555 0.809
Br2 -1.307 6.394 1.116
C3 -0.209 3.963 0.207
Br3 1.315 4.886 -0.352
C4 -0.256 2.610 0.026
O1 0.681 1.791 -0.554
C5 -1.353 1.840 0.396
O2 -1.142 0.515 0.073
C6 -2.470 2.399 0.958
Br4 -3.920 1.290 1.360
C7 -0.908 -0.457 -4.000
C8 0.378 -1.228 -4.270
C9 0.709 -2.310 -3.205
C10 2.030 -3.028 -3.559
C11 2.436 -4.079 -2.529
C12 -0.429 -3.320 -3.186
O3 -0.674 -3.989 -4.146
N1 -1.189 -3.441 -2.018
C13 -1.116 -2.663 -0.899
O4 -1.869 -2.691 0.021
N2 0.017 -1.755 -0.870
C14 0.865 -1.617 -1.902
O5 1.736 -0.656 -1.711
H1 -1.125 0.207 -4.835
H2 -0.847 0.192 -3.117
H3 -1.770 -1.116 -3.875
H4 1.230 -0.553 -4.338
H5 0.306 -1.764 -5.215
H6 2.806 -2.267 -3.658
H7 1.878 -3.478 -4.538
H8 2.677 -3.628 -1.559
H9 3.324 -4.611 -2.864
H10 1.651 -4.825 -2.381
H11 -1.953 -4.108 -2.048
C15 5.316 -3.077 1.640
C16 4.083 -3.673 1.391
C17 2.931 -2.904 1.403
C18 3.036 -1.538 1.669
C19 4.262 -0.931 1.918
C20 5.407 -1.716 1.903
Sb1 1.288 -0.425 1.790
C21 -0.040 -1.477 2.982
C22 -1.415 -1.413 2.806
C23 -2.221 -2.105 3.696
C24 -1.653 -2.842 4.728
C25 -0.273 -2.902 4.883
C26 0.553 -2.220 4.002
C27 1.687 1.456 2.581
C28 1.119 1.776 3.812
C29 1.413 3.008 4.382
C30 2.254 3.895 3.723
C31 2.803 3.567 2.487
C32 2.519 2.343 1.902
H12 6.213 -3.681 1.635
H13 4.021 -4.736 1.199
H14 1.967 -3.371 1.231
H15 4.333 0.126 2.141
H16 6.369 -1.264 2.104
H17 -1.862 -0.868 1.987
H18 -3.297 -2.073 3.576
H19 -2.292 -3.382 5.416
H20 0.164 -3.482 5.685
H21 1.629 -2.268 4.121
H22 0.466 1.080 4.326
H23 0.983 3.272 5.340
H24 2.484 4.851 4.174
H25 3.453 4.267 1.977
H26 2.933 2.106 0.931

Values from the calculation:
total energy = -359203.4735 eV
orbital gap (spin up / spin down) = 0.2137 / 0.2136 Ha
total charge = +2

---

Here is C32H26BrHoN7 as an isolated structure in a non-equilibrium geometry from the Open Molecules 2025 dataset. Energies are from wB97M-V/def2-TZVPD.

CARTESIAN COORDINATES (ANGSTROEM)
Ho1 -0.593 0.411 -0.430
N1 2.498 0.419 -4.343
C1 1.384 0.488 -3.603
N2 1.239 -0.038 -2.427
C2 2.293 -0.767 -1.885
N3 2.149 -1.458 -0.798
N4 1.040 -1.323 -0.046
C3 0.768 -2.283 0.782
C4 -0.276 -2.119 1.766
C5 -0.524 -3.102 2.733
C6 -1.513 -2.894 3.675
C7 -2.235 -1.708 3.633
C8 -1.934 -0.786 2.644
N5 -0.989 -0.968 1.724
C9 3.555 -0.825 -2.601
C10 4.680 -1.485 -2.102
C11 5.832 -1.557 -2.856
C12 5.892 -0.976 -4.121
C13 4.799 -0.297 -4.625
C14 3.630 -0.227 -3.872
H1 2.540 0.862 -5.252
H2 0.540 1.012 -4.043
H3 1.338 -3.209 0.763
H4 0.060 -4.007 2.744
H5 -1.720 -3.638 4.428
H6 -3.013 -1.500 4.351
H7 -2.485 0.147 2.579
H8 4.616 -1.932 -1.125
H9 6.693 -2.076 -2.462
H10 6.796 -1.049 -4.708
H11 4.848 0.169 -5.598
C15 -3.060 0.138 -1.192
C16 -2.814 -1.093 -0.549
C17 -1.895 -1.823 -1.335
C18 -1.592 -1.059 -2.475
C19 -2.303 0.155 -2.394
H12 -3.862 0.822 -0.946
H13 -3.368 -1.492 0.291
H14 -1.606 -2.852 -1.166
H15 -1.028 -1.414 -3.324
H16 -2.399 0.884 -3.185
C20 -0.234 2.728 -1.276
C21 0.898 3.358 -0.595
C22 2.215 2.889 -0.790
C23 3.276 3.392 -0.079
C24 3.083 4.431 0.836
C25 1.802 4.967 0.989
C26 0.740 4.443 0.287
C27 4.154 4.947 1.592
N6 5.009 5.387 2.217
H17 0.026 2.557 -2.331
H18 -1.113 3.389 -1.240
H19 2.393 2.096 -1.508
H20 4.265 2.980 -0.209
H21 1.650 5.795 1.664
H22 -0.240 4.885 0.406
Br1 1.598 1.026 2.008
C28 0.247 2.298 2.465
C29 0.504 3.247 3.437
C30 -0.498 4.160 3.720
C31 -1.695 4.069 3.020
C32 -1.851 3.059 2.085
N7 -0.894 2.170 1.798
H23 1.456 3.272 3.940
H24 -0.344 4.924 4.467
H25 -2.493 4.770 3.203
H26 -2.782 2.945 1.542

Values from the calculation:
total energy = -139873.2313 eV
orbital gap (spin up / spin down) = 0.2133 / 0.2123 Ha
⟨S²⟩ = 6.0048
total charge = +1
2S+1 = 5

---

Here is one molecule with the formula C32H26ClN5O2 in a non-equilibrium geometry from the Open Molecules 2025 dataset. Energies are from wB97M-V/def2-TZVPD.

CARTESIAN COORDINATES (ANGSTROEM)
O1 -3.233 -3.560 -0.602
C1 -2.927 -2.393 -0.444
C2 -1.520 -1.988 -0.125
C3 -1.017 -2.173 1.158
C4 0.296 -1.854 1.442
C5 1.136 -1.372 0.441
C6 2.527 -1.031 0.763
N1 2.714 -0.362 1.874
N2 3.892 0.109 2.204
C7 4.938 -0.053 1.419
N3 6.078 0.575 1.857
C8 7.053 1.214 1.103
C9 8.235 1.605 1.735
C10 9.233 2.237 1.019
C11 9.080 2.496 -0.333
C12 7.896 2.127 -0.949
Cl1 7.665 2.462 -2.630
C13 6.880 1.502 -0.250
C14 4.904 -0.939 0.292
C15 6.042 -1.419 -0.380
C16 5.907 -2.330 -1.394
C17 4.644 -2.814 -1.754
C18 3.523 -2.398 -1.085
C19 3.627 -1.446 -0.055
C20 0.629 -1.187 -0.843
C21 -0.690 -1.490 -1.122
N4 -3.811 -1.369 -0.551
C22 -5.218 -1.730 -0.869
C23 -6.314 -1.033 0.013
C24 -5.478 -0.253 0.986
C25 -4.774 0.629 -0.093
C26 -3.401 0.027 -0.243
C27 -5.559 1.885 -0.032
C28 -5.250 3.170 0.265
C29 -6.296 4.122 0.278
C30 -7.570 3.742 0.020
C31 -7.927 2.381 -0.293
O2 -9.057 1.988 -0.535
N5 -6.849 1.488 -0.317
C32 -7.182 0.083 -0.664
H1 -1.659 -2.570 1.930
H2 0.692 -1.981 2.437
H3 6.001 0.881 2.819
H4 8.363 1.405 2.788
H5 10.144 2.529 1.517
H6 9.859 2.982 -0.897
H7 5.960 1.250 -0.752
H8 7.022 -1.084 -0.077
H9 6.783 -2.695 -1.909
H10 4.560 -3.541 -2.548
H11 2.556 -2.813 -1.323
H12 1.262 -0.782 -1.619
H13 -1.076 -1.352 -2.122
H14 -5.250 -2.809 -0.699
H15 -5.403 -1.571 -1.938
H16 -6.974 -1.788 0.444
H17 -4.779 -0.870 1.545
H18 -6.062 0.332 1.695
H19 -5.133 0.324 -1.083
H20 -2.783 0.043 0.658
H21 -2.829 0.453 -1.074
H22 -4.234 3.448 0.485
H23 -6.065 5.152 0.504
H24 -8.387 4.446 0.030
H25 -8.227 -0.023 -0.357
H26 -7.169 -0.012 -1.756

Values from the calculation:
total energy = -57672.7881 eV
orbital gap = 0.2902 Ha
structure (SMILES) = O=C(c1ccc(-c2nnc(Nc3cccc(Cl)c3)c3ccccc23)cc1)N1C[C@H]2C[C@H](C1)c1cccc(=O)n1C2

---

Q: Which value of total energy does entry 4 give?
A: -359203.4735 eV

---

Q: What is the formula in the third record?
A: C32H26BF4N4O6PRuSSbSe4

---

Q: Which of these has the lowest total energy?
A: C32H26Br4N2O5SbV

---

Q: What is the total energy in the sixth record?
A: -57672.7881 eV